(1)
{"formula": "C5H8N2", "method": "ωB97M-V with the def2-TZVPD basis set", "e_homo_ha": -0.3309, "de_lowest_kcal_mol": 99.7, "multiplicity": 1, "charge": 0, "orbital_gap_ev": 10.0, "total_energy_ha": -304.6767, "largest_force_ev_per_a": 1.1, "species": ["N", "N", "C", "C", "C", "C", "C", "H", "H", "H", "H", "H", "H", "H", "H"], "coordinates": [[1.38975, -0.45765, -0.90730], [1.65536, 0.71182, -0.05525], [0.46097, 0.60490, -0.97701], [-1.91892, 0.84741, 0.34313], [-0.44858, 0.76848, 0.21799], [1.08454, -1.73392, -0.30744], [0.62138, 0.79872, 0.99920], [2.03360, -2.18445, -0.01010], [0.82833, 0.90317, 2.05375], [-2.33870, 1.82763, 0.09905], [0.36738, 1.16495, -1.90583], [-2.35347, 0.61426, 1.31958], [0.62884, -2.35722, -1.08226], [0.41396, -1.67594, 0.55925], [-2.42444, 0.16785, -0.34675]]}

(2)
{"formula": "C4H10N2O2", "method": "ωB97M-V with the def2-TZVPD basis set", "e_homo_ha": -0.3412, "smiles": "Cc1c[nH]cn1.O.O", "de_lowest_kcal_mol": 32.2, "multiplicity": 1, "charge": 0, "orbital_gap_ev": 9.9, "total_energy_ha": -418.4096, "largest_force_ev_per_a": 2.2, "species": ["O", "O", "N", "N", "C", "C", "C", "C", "H", "H", "H", "H", "H", "H", "H", "H", "H", "H"], "coordinates": [[1.84366, 0.97492, 1.19998], [2.88207, -1.47895, 1.01347], [-0.86919, -1.33212, -1.15870], [-0.03791, 0.50980, -0.36062], [-2.02051, 1.77653, 0.37543], [-1.93500, -0.53304, -0.84010], [-1.41209, 0.61634, -0.31433], [0.26352, -0.67178, -0.88355], [-2.95700, -0.86181, -0.91304], [-1.73686, 1.70474, 1.42979], [-3.09941, 1.88535, 0.31979], [2.39998, -1.67847, 1.81890], [0.94587, 0.86494, 0.58886], [1.28404, -0.95023, -1.07721], [2.11511, 1.89139, 1.10287], [-1.57652, 2.70228, 0.00443], [-0.94375, -2.16615, -1.71786], [2.66706, -0.52849, 0.84816]]}

(3)
{"formula": "C30H90O26", "method": "ωB97M-V with the def2-TZVPD basis set", "e_homo_ha": -0.3442, "multiplicity": 1, "charge": 0, "orbital_gap_ev": 9.4, "total_energy_ha": -3152.9759, "largest_force_ev_per_a": 6.1, "species": ["O", "O", "O", "O", "O", "O", "O", "O", "O", "O", "O", "O", "O", "O", "O", "O", "O", "O", "O", "O", "O", "O", "O", "O", "O", "O", "C", "C", "C", "C", "C", "C", "C", "C", "C", "C", "C", "C", "C", "C", "C", "C", "C", "C", "C", "C", "C", "C", "C", "C", "C", "C", "C", "C", "C", "C", "H", "H", "H", "H", "H", "H", "H", "H", "H", "H", "H", "H", "H", "H", "H", "H", "H", "H", "H", "H", "H", "H", "H", "H", "H", "H", "H", "H", "H", "H", "H", "H", "H", "H", "H", "H", "H", "H", "H", "H", "H", "H", "H", "H", "H", "H", "H", "H", "H", "H", "H", "H", "H", "H", "H", "H", "H", "H", "H", "H", "H", "H", "H", "H", "H", "H", "H", "H", "H", "H", "H", "H", "H", "H", "H", "H", "H", "H", "H", "H", "H", "H", "H", "H", "H", "H", "H", "H", "H", "H"], "coordinates": [[11.90726, -11.00698, 15.45636], [12.19206, -14.97734, 9.38220], [9.96315, -16.73175, 8.32561], [7.65269, -15.37373, 9.56954], [6.68927, -9.97854, 12.15259], [14.64392, -10.56599, 15.83175], [12.67376, -10.01181, 12.76095], [13.57946, -18.48251, 4.70635], [11.09166, -8.93648, 7.50433], [15.52617, -11.50158, 6.81021], [8.73557, -15.35148, 15.90370], [8.91719, -14.11370, 13.30391], [8.10308, -14.31848, 6.99571], [8.59867, -12.20688, 4.80976], [15.37045, -15.04461, 12.92445], [12.98343, -16.36358, 13.50100], [16.19616, -9.45212, 8.48701], [11.26754, -14.42577, 15.97028], [16.61721, -14.15547, 10.55419], [12.08894, -9.20831, 10.33421], [14.16801, -11.99500, 13.54766], [13.80041, -12.92909, 10.82359], [8.14930, -13.01282, 10.98066], [16.59729, -7.47550, 10.68407], [19.57155, -11.98655, 9.74767], [13.39190, -20.61524, 9.93825], [12.31003, -14.64400, 15.06959], [16.40266, -15.88833, 13.51256], [11.63792, -14.16998, 10.41552], [11.36773, -10.30728, 13.20390], [12.73888, -13.60513, 11.39111], [13.51088, -19.45299, 10.74240], [12.02762, -10.26708, 9.39253], [12.51644, -18.37018, 10.29192], [15.45520, -9.37628, 9.72262], [13.54303, -17.57986, 5.83239], [15.41725, -12.84395, 6.95126], [8.29130, -15.94459, 14.69323], [11.11019, -10.12215, 14.74403], [9.20906, -13.46813, 6.93341], [7.82316, -16.77062, 9.55637], [8.68971, -12.18066, 6.26232], [18.42322, -12.81633, 9.45678], [7.23551, -12.09460, 10.92774], [14.05710, -13.47568, 6.51546], [17.72214, -13.27707, 10.75721], [16.29723, -8.82693, 10.85906], [16.15342, -16.24168, 15.02550], [7.79051, -14.87046, 13.69707], [7.54652, -11.12262, 12.05851], [15.45573, -11.64310, 13.93818], [11.88478, -15.69366, 14.09786], [9.27480, -17.19687, 9.51907], [12.20878, -9.71629, 7.92462], [12.42100, -16.54265, 5.55250], [15.35438, -10.28896, 14.63548], [11.30069, -8.00146, 7.56451], [13.01165, -19.21833, 4.94669], [14.07893, -21.25390, 10.14247], [18.76171, -13.63907, 8.82701], [13.21451, -10.74555, 13.06230], [15.81132, -12.43599, 14.59619], [7.38565, -15.33408, 12.79750], [16.19480, -15.38814, 15.70215], [11.60318, -18.89084, 10.00382], [9.76172, -17.27452, 7.55983], [13.30300, -18.21309, 6.68650], [12.27780, -16.00643, 6.49061], [11.17545, -16.42674, 14.48199], [14.49778, -15.43307, 13.02003], [14.54141, -17.16971, 5.98441], [6.97072, -14.29734, 14.13019], [14.53513, -19.08048, 10.75772], [12.99428, -17.23254, 13.90892], [10.97947, -13.37329, 10.06936], [13.05659, -9.03618, 7.84252], [7.32081, -17.08387, 8.64115], [15.53022, -13.15317, 7.99035], [13.32613, -13.17849, 7.26743], [13.74694, -13.19921, 5.50775], [11.14264, -10.88001, 9.56351], [15.19489, -16.73747, 15.17879], [14.84031, -9.46871, 14.13447], [10.94787, -14.70528, 11.06774], [13.12513, -14.47441, 11.92333], [17.83004, -12.24085, 8.74610], [10.09615, -10.45812, 14.96069], [6.29155, -12.61169, 11.09993], [11.27683, -15.17291, 13.35806], [8.34718, -11.31694, 4.55217], [15.84266, -10.18748, 7.98116], [16.21029, -11.58464, 13.15375], [7.59831, -11.58578, 13.04386], [9.78390, -16.88848, 10.43221], [14.57573, -8.75013, 9.57234], [7.10730, -9.41500, 12.80776], [18.39027, -13.88620, 11.36603], [16.35914, -9.91771, 14.83731], [12.52964, -15.87789, 4.69554], [12.18921, -17.84922, 11.19170], [12.32483, -9.46235, 11.22943], [13.76966, -10.88022, 15.58982], [15.07696, -10.36525, 9.98140], [9.45058, -13.32427, 7.98654], [17.11251, -7.41174, 9.87655], [8.53594, -10.69158, 11.90580], [11.45470, -15.47291, 9.01847], [12.87740, -10.92407, 9.57779], [16.48939, -16.80755, 12.93324], [16.92707, -16.93931, 15.34625], [7.24765, -11.64379, 9.93540], [7.97834, -14.72920, 6.13701], [17.46585, -12.44626, 11.41462], [16.20819, -13.31179, 6.36506], [9.38442, -11.39290, 6.55367], [9.15776, -16.46885, 14.29011], [11.66186, -13.87415, 16.64986], [12.62371, -13.69544, 14.63377], [12.93081, -17.71776, 9.52332], [15.52112, -11.34830, 5.86253], [16.16695, -14.35978, 11.37707], [7.38698, -17.31163, 10.39610], [14.30656, -13.54331, 10.28680], [9.28915, -18.28641, 9.49091], [7.70624, -11.98970, 6.69177], [9.53455, -14.84533, 15.73930], [10.11435, -13.88088, 6.48822], [17.11282, -9.51516, 11.08101], [11.55114, -11.19451, 16.32792], [14.22913, -12.42910, 12.69360], [15.68529, -8.95377, 11.75211], [19.41388, -11.12656, 9.35126], [11.05999, -11.25338, 12.75861], [11.52718, -17.14846, 5.40359], [12.32343, -12.89735, 12.10844], [13.24939, -19.71066, 11.76873], [7.53462, -16.66892, 14.99472], [14.05795, -14.56552, 6.53405], [12.35363, -10.49073, 7.17138], [17.36789, -15.38302, 13.47929], [13.18219, -14.92128, 15.66166], [7.83282, -15.08387, 8.67225], [11.24484, -9.07924, 15.03096], [7.99401, -13.71662, 10.34652], [10.66004, -9.65470, 12.69262], [8.62728, -13.56616, 12.57060]]}

(4)
{"formula": "C6H8N", "method": "ωB97M-V with the def2-TZVPD basis set", "e_homo_ha": -0.5006, "de_lowest_kcal_mol": 112.7, "multiplicity": 1, "charge": 1, "orbital_gap_ev": 9.4, "total_energy_ha": -287.7766, "largest_force_ev_per_a": 3.9, "species": ["N", "C", "C", "C", "C", "C", "C", "H", "H", "H", "H", "H", "H", "H", "H"], "coordinates": [[-0.71968, 0.76572, 1.59954], [2.13063, -0.31163, -0.89750], [-0.28292, 0.17574, 0.35465], [2.38000, 0.05919, 0.39854], [-1.23457, 0.33578, -0.95848], [-1.28392, -0.95960, -0.35164], [1.06755, -0.01142, -0.06423], [-1.93801, 1.11380, -0.80909], [-0.77786, 0.08021, 2.34222], [-2.17154, -1.21774, 0.25563], [-0.73628, -1.77703, -0.80125], [-0.65779, 0.60900, -1.92392], [-1.59209, 1.16095, 1.58055], [2.65581, -0.48256, -1.83385], [3.16067, 0.45961, 1.10885]]}